(1)
A cluster of 2 separate species, C9H14 in total in a non-equilibrium geometry, computed with wB97M-V/def2-TZVPD.

Calculated values
* gap between HOMO and LUMO: 9.72 eV
* net charge: 0
* SMILES: Cc1ccccc1.CC
* LUMO: 0.959 eV
* E_HOMO: -8.757 eV

Positions of all 23 atoms, in Å:
C -0.86077 -2.89090 1.55858
C -1.16003 -1.56406 2.15372
H -1.08461 -3.65374 2.38548
H -1.47111 -2.94559 0.58498
H 0.17012 -3.16578 1.28458
H -1.35656 -0.85896 1.55828
H -0.20998 -1.31814 2.67278
H -2.00189 -1.62740 2.84260
C 0.29979 -0.86160 -1.78619
C 0.68914 3.22393 -0.48206
C 1.84594 2.59470 -0.92426
C -0.47584 2.46061 -0.14283
C 1.72970 1.23225 -1.35663
C -0.57821 1.16856 -0.66049
C 0.51447 0.50219 -1.30261
H 0.73869 4.23684 -0.24522
H 2.73770 3.14096 -0.89310
H -1.51264 2.82393 0.25284
H 2.63481 0.81584 -1.58394
H -1.49102 0.72435 -0.47775
H 1.01819 -1.38108 -2.36384
H -0.62467 -1.25449 -2.28887
H 0.44878 -1.40241 -0.78606

(2)
A cluster of 2 separate species, C9H14 in total in a non-equilibrium geometry, computed with wB97M-V/def2-TZVPD.

Calculated values
* gap between HOMO and LUMO (spin up / spin down): 10.09 / 6.18 eV
* net charge: +1
* ⟨S²⟩: 0.768
* LUMO (spin up / spin down): -4.688 / -8.508 eV
* spin multiplicity: 2
* E_HOMO (spin up / spin down): -14.782 / -14.691 eV

Positions of all 23 atoms, in Å:
C -2.02599 0.67804 -0.05478
C 0.76636 -1.96206 -0.65331
C 0.75528 -2.03328 -2.03383
C 0.02337 -0.95246 -0.02225
C -0.91470 -0.17043 -0.69317
C -0.23116 -1.33115 -2.68309
C -1.09364 -0.28134 -2.04559
H 1.45968 -2.56889 -0.07964
H 1.41289 -2.75889 -2.46692
H -0.01002 -0.64092 1.00827
H -0.27012 -1.17762 -3.71399
H -2.96756 0.54425 -0.58768
H -1.82734 1.72583 -0.21115
H -1.85357 0.20059 -2.63907
H -2.29466 0.39744 0.99244
C 0.56578 1.78350 1.84094
C 1.70858 0.74974 2.07112
H 0.99248 2.67290 1.40599
H -0.27828 1.47225 1.16221
H 0.12370 2.16420 2.76431
H 1.29570 -0.05582 2.70941
H 2.21663 0.33870 1.21125
H 2.44660 1.20543 2.71854

(3)
A cluster of 2 separate species, C9H14 in total in a non-equilibrium geometry, computed with wB97M-V/def2-TZVPD.

Calculated values
* gap between HOMO and LUMO (spin up / spin down): 10.05 / 6.31 eV
* net charge: +1
* ⟨S²⟩: 0.768
* LUMO (spin up / spin down): -4.418 / -8.157 eV
* spin multiplicity: 2
* E_HOMO (spin up / spin down): -14.464 / -14.467 eV

Positions of all 23 atoms, in Å:
C 0.63396 -0.64745 -2.77329
C 1.38430 -0.69882 -4.10842
H 1.23877 -1.13887 -2.00626
H 0.66968 0.39575 -2.42482
H -0.34685 -1.10765 -2.80660
H 0.83053 -1.31463 -4.82620
H 2.31538 -1.25862 -4.08560
H 1.53940 0.25008 -4.59919
C -1.27739 1.64204 -0.45100
C -0.71567 0.82092 0.64092
C 0.69600 0.47596 0.62406
C -1.54401 0.32629 1.68500
C 1.19842 -0.36374 1.55712
C -1.03847 -0.55270 2.59799
C 0.31525 -0.95798 2.49900
H -2.05149 2.28721 -0.02975
H -1.82931 0.98712 -1.12679
H 1.22765 0.87548 -0.22214
H -2.55640 0.67321 1.80779
H 2.20700 -0.73782 1.54908
H -1.67969 -0.85882 3.41600
H 0.65031 -1.71372 3.19066
H -0.53808 2.25286 -0.96024

(4)
A structure of composition C9H14AgNO2S2 in a non-equilibrium geometry, computed with wB97M-V/def2-TZVPD.

Calculated values
* gap between HOMO and LUMO: 7.36 eV
* net charge: 0
* LUMO: 0.145 eV
* E_HOMO: -7.213 eV

Positions of all 29 atoms, in Å:
Ag -1.17201 -0.90428 -1.95333
O 0.81119 0.38882 -2.37053
N 0.41929 1.62182 -2.30043
C 1.27569 2.52272 -1.78873
C 0.93519 3.83802 -1.59533
C -0.33441 4.26562 -1.97193
C -1.19131 3.35452 -2.54193
C -0.82831 2.01512 -2.71163
S -1.92181 0.91012 -3.43523
H 2.23859 2.11312 -1.51503
H 1.65149 4.51532 -1.16283
H -0.64441 5.28562 -1.81363
H -2.18381 3.63952 -2.84583
C 1.64919 -1.12938 3.06207
C 0.21599 -0.99548 2.59197
S 0.13579 -1.19228 0.75047
O -1.24091 -0.76668 0.40157
C 0.05669 -3.04118 0.67927
C -1.33991 -3.54218 0.97797
H 1.73179 -0.86458 4.11447
H 2.29099 -0.46548 2.48677
H 2.00599 -2.14928 2.93907
H -0.16831 0.00672 2.77257
H -0.45181 -1.71288 3.06027
H 0.80549 -3.42528 1.36637
H 0.35389 -3.29168 -0.34013
H -1.57221 -3.47118 2.03817
H -1.45861 -4.58018 0.67537
H -2.06941 -2.94518 0.43007

(5)
A structure of composition C9H14B2N4O9S, computed with wB97M-V/def2-TZVPD.

Calculated values
* gap between HOMO and LUMO: 8.39 eV
* net charge: 0
* LUMO: -1.066 eV
* E_HOMO: -9.451 eV

Positions of all 39 atoms, in Å:
C -1.12126 0.14550 3.14303
O 0.00469 0.74320 2.50654
B -0.28852 1.53386 1.41024
O -0.64351 2.83799 1.60455
C -0.22710 0.95173 -0.04592
C -1.27215 1.24534 -0.99209
C -1.29039 0.75573 -2.25244
C -0.20538 -0.06330 -2.65113
N -0.02276 -0.64525 -3.83947
S 1.34786 -1.45392 -3.76229
N 1.80868 -1.13985 -2.25622
C 0.85375 -0.36340 -1.74371
C 0.80751 0.16188 -0.42731
O 1.85118 -0.08697 0.42037
B 1.76276 -1.15447 1.27466
O 2.70056 -1.22215 2.27744
O 0.81966 -2.15624 1.07454
H -1.56468 -0.64106 2.52782
H -0.78067 -0.31457 4.06786
H -1.87762 0.88143 3.41176
H -0.38144 3.36396 0.84156
H -2.09096 1.86618 -0.65499
H -2.09360 0.95947 -2.94276
H 2.27835 -1.48283 3.10084
H 0.06224 -2.06879 1.65996
C -2.80502 -2.26953 -4.84022
N -4.09570 -2.83080 -4.35275
O -4.31528 -2.78931 -3.16039
O -4.84415 -3.29191 -5.18710
H -2.24756 -1.89907 -3.99134
H -2.27251 -3.07038 -5.34368
H -3.04019 -1.47128 -5.53706
C 3.27666 1.55677 3.22288
N 3.36365 2.88140 3.89596
O 3.92528 3.78339 3.31018
O 2.85820 2.97107 4.99492
H 3.76732 1.62639 2.25994
H 3.76824 0.83131 3.86285
H 2.22385 1.31852 3.11297

(6)
A structure of composition C9H14BCoF4N4Se in a non-equilibrium geometry, computed with wB97M-V/def2-TZVPD.

Calculated values
* gap between HOMO and LUMO (spin up / spin down): 6.07 / 6.11 eV
* net charge: +2
* LUMO (spin up / spin down): -9.950 / -9.901 eV
* E_HOMO (spin up / spin down): -16.016 / -16.015 eV

Positions of all 34 atoms, in Å:
Co 0.07006 0.56073 -0.49455
N 1.94175 0.51067 -0.43411
C 2.61335 1.56029 0.39157
C 2.15984 2.94649 -0.03010
C 0.72080 3.23279 0.36737
N -0.22584 2.40974 -0.44570
H 2.23123 -0.42082 -0.12060
H 2.22609 0.58481 -1.41665
H 3.68955 1.42945 0.27331
H 2.36607 1.35700 1.43447
H 2.28940 3.07791 -1.10969
H 2.81098 3.68542 0.43699
H 0.46152 4.28255 0.22711
H 0.54627 2.98819 1.41632
H -0.16719 2.68234 -1.43293
H -1.19326 2.59037 -0.16198
F -0.97466 -0.00524 -5.10136
B -0.68653 -0.98917 -4.28959
F 0.06549 0.43301 -2.22682
F -1.60234 -1.45097 -3.44685
F 0.51651 -1.52554 -4.26932
Se -0.56752 0.61147 2.88119
N -0.49993 -0.08530 1.20034
C -1.02493 -1.32177 1.22691
C -1.17285 -2.20275 0.12815
C -1.74368 -3.41664 0.36805
C -2.19032 -3.82658 1.66871
C -2.07148 -3.01014 2.73995
C -1.47843 -1.71948 2.54504
N -1.31412 -0.84201 3.51037
H -0.87814 -1.93148 -0.88283
H -1.87486 -4.10343 -0.45828
H -2.63509 -4.80590 1.77601
H -2.40772 -3.28600 3.72949

(7)
The ion C9H14ClN2O with charge +1, computed with wB97M-V/def2-TZVPD.

Calculated values
* gap between HOMO and LUMO: 6.99 eV
* net charge: +1
* SMILES: COCCCCc1ccc[n+](Cl)n1
* LUMO: -5.383 eV
* E_HOMO: -12.370 eV

Positions of all 27 atoms, in Å:
C 1.99010 -1.41156 1.49681
O 2.90968 -1.08902 0.47485
C 2.80144 0.24132 0.00212
C 1.60405 0.40948 -0.94770
C 0.81812 1.70783 -0.74286
C -0.33796 1.60650 0.24781
C -1.33691 0.52850 -0.04975
C -2.06339 -0.07690 0.99277
C -2.99709 -1.03499 0.66596
C -3.15770 -1.32807 -0.68162
N -2.43498 -0.69351 -1.58254
Cl -2.65052 -1.05414 -3.21543
N -1.52509 0.22739 -1.31546
H 1.25852 -0.61646 1.64638
H 2.52769 -1.58972 2.42398
H 1.44620 -2.32130 1.24695
H 3.72032 0.41203 -0.54472
H 2.75975 0.94193 0.83772
H 0.97455 -0.47007 -0.86260
H 1.98061 0.40912 -1.96550
H 0.45838 2.11477 -1.68068
H 1.49936 2.45540 -0.34350
H 0.00082 1.49622 1.27312
H -0.90583 2.53885 0.22045
H -1.89657 0.20576 2.01774
H -3.58622 -1.53949 1.41074
H -3.85732 -2.06987 -1.02504

(8)
A structure of composition C9H14I2N2O2RbSbSe4, computed with wB97M-V/def2-TZVPD.

Calculated values
* gap between HOMO and LUMO (spin up / spin down): 5.74 / 4.90 eV
* net charge: -2
* LUMO (spin up / spin down): 3.563 / 2.664 eV
* E_HOMO (spin up / spin down): -2.176 / -2.233 eV

Positions of all 35 atoms, in Å:
Rb 1.35865 -0.69819 0.14026
I 4.31120 -2.67936 0.39155
I 7.36750 -1.87788 -0.30620
C -1.93922 -0.68897 2.64103
C -0.59649 -0.82376 3.24086
N 0.39194 -1.58743 2.82173
C 1.39912 -1.46026 3.74005
C 1.02925 -0.58486 4.71722
N -0.24328 -0.19016 4.38765
H -1.86522 -0.61428 1.55948
H -2.43637 0.22134 2.97467
H -2.56123 -1.54914 2.89840
H 2.33399 -1.98325 3.62563
H 1.54311 -0.20715 5.58113
H -0.81304 0.49807 4.85614
C -0.54348 0.82671 -3.72546
C 0.90620 1.26180 -3.50042
C 1.62539 -0.07512 -3.41033
O 0.73590 -0.91532 -2.68883
C -0.60224 -0.56215 -3.07120
H -0.76609 0.75703 -4.79204
H -1.24507 1.51766 -3.26220
H 0.98352 1.79837 -2.55280
H 1.28808 1.89866 -4.29728
H 2.57393 -0.04627 -2.87062
H 1.81395 -0.49402 -4.41099
H -1.20494 -0.54851 -2.16227
H -0.98601 -1.32345 -3.76122
O -0.66437 -2.65040 -0.11356
C 0.02414 -3.38230 -0.61290
Se -4.04277 2.54843 2.15589
Sb -2.69621 3.12177 0.18247
Se -0.80174 1.61507 -0.16238
Se -1.99533 5.06096 1.70282
Se -3.68277 3.81636 -1.91631

(9)
An isolated molecule of C9H14N2O5 in a non-equilibrium geometry, computed with wB97M-V/def2-TZVPD.

Calculated values
* gap between HOMO and LUMO: 9.65 eV
* net charge: 0
* SMILES: O=C(O)C[C@H](NC(=O)[C@@H]1CCCN1)C(=O)O
* LUMO: 0.279 eV
* E_HOMO: -9.373 eV

Positions of all 30 atoms, in Å:
C 0.31927 -0.49692 -1.37547
C 1.51474 0.29785 -0.73443
C -0.09193 -1.51578 -0.34628
C -0.00981 -2.94777 -0.94398
C 1.06756 -2.68174 -2.02449
C -0.18680 1.38118 0.62269
C -0.45665 2.93469 0.28350
C -0.66572 1.06331 2.09108
C -2.21891 0.66360 2.23660
H 1.72557 -0.85885 -2.78149
H -0.70012 0.14051 -1.49042
H 0.62685 -1.51076 0.50614
H -0.98382 -1.08722 0.08890
H 0.34664 -3.63395 -0.28450
H -0.97406 -3.25880 -1.47660
H 1.97036 -2.45662 -1.31386
H 1.38061 -3.35351 -2.80307
H 1.73715 1.59270 1.03910
H -0.71326 0.79848 -0.09313
H -0.28420 1.52587 3.01382
H -0.17759 -0.00926 2.25177
H -2.95385 2.47284 2.05854
H 1.41307 2.81479 -0.24863
N 0.80784 -1.23080 -2.57610
N 1.16888 0.99323 0.39715
O 2.65617 0.14401 -1.09466
O -1.40501 3.66830 0.37376
O -2.42033 -0.46743 2.61195
O -3.20291 1.55142 2.23925
O 0.71026 3.46661 -0.22711

(10)
An isolated molecule of C9H14N2O5 in a non-equilibrium geometry, computed with wB97M-V/def2-TZVPD.

Calculated values
* gap between HOMO and LUMO: 9.79 eV
* net charge: 0
* SMILES: N[C@@H](CC(=O)O)C(=O)N1CCC[C@H]1C(=O)O
* LUMO: 0.472 eV
* E_HOMO: -9.322 eV

Positions of all 30 atoms, in Å:
C 1.51811 -1.33475 -0.57070
C 1.25681 -0.01763 0.08250
C 0.45210 -2.40193 -0.32782
C 0.00606 -2.51774 1.09255
C -0.19689 1.97913 0.28406
C -0.61683 1.79491 1.74073
C -1.29855 2.58283 -0.64935
C -1.22765 1.71924 -1.92112
C -0.81018 0.39248 -1.36898
H 2.88964 -2.08324 0.85543
H 3.53057 -1.17964 -0.28634
H 1.62515 -1.22311 -1.65511
H -0.38169 -2.21014 -0.95389
H 0.80602 -3.45473 -0.49434
H -1.37437 -2.39294 2.26511
H 0.67408 2.64085 0.26246
H -2.27186 2.58493 -0.16517
H -1.03436 3.65483 -0.88792
H -2.14920 1.57104 -2.53354
H -0.43497 2.02314 -2.68730
H -0.20419 -0.23101 -2.06190
H -1.66268 -0.27224 -1.10490
H -1.62032 0.72944 2.82852
N 2.81940 -1.89840 -0.12371
N 0.06958 0.66099 -0.27658
O 1.96696 0.48640 0.92831
O 0.75282 -2.83161 1.95143
O -1.22657 -2.10770 1.33607
O -0.66480 2.75649 2.46639
O -1.19217 0.58011 1.97512

| no. | molecular weight (g/mol) | E_tot (eV) |
| --- | --- | --- |
| 1 | 122.21 | -9557.7957 |
| 2 | 122.21 | -9549.9466 |
| 3 | 122.21 | -9551.1077 |
| 4 | 340.22 | -40812.4680 |
| 5 | 375.92 | -46136.0907 |
| 6 | 402.94 | -130028.0553 |
| 7 | 201.68 | -27100.8030 |
| 8 | 959.10 | -301420.1221 |
| 9 | 230.22 | -22775.8369 |
| 10 | 230.22 | -22778.4410 |